w) Here is a 2-piece molecular cluster, C4H8N2 overall from the Open Molecules 2025 dataset. Energies are from ωB97M-V/def2-TZVPD.

Each line ends with the Löwdin charge.
Positions of all 14 atoms, in Å:
C (1.62912, -0.11997, 0.44348)  -0.10
N (0.16808, -0.26698, 0.42430)  -0.14
C (-0.47970, 0.56655, -0.57940)  -0.28
C (-1.97194, -1.52065, 0.03034)  0.15
C (-0.24050, 2.01149, -0.43703)  -0.21
N (-0.08487, 3.14121, -0.25804)  0.14
H (2.04830, -0.44599, -0.51341)  0.08
H (2.06134, -0.74148, 1.23326)  0.08
H (1.94427, 0.92289, 0.61349)  0.08
H (-0.19691, -0.03575, 1.34357)  0.12
H (-0.17050, 0.22223, -1.57142)  0.13
H (-1.55489, 0.37466, -0.48375)  0.05
H (-1.68912, -1.91148, -0.97424)  -0.04
H (-1.46268, -2.19673, 0.72883)  -0.07

The gap between HOMO and LUMO comes out at 0.3224 Eh. Its charge is 0. As for the HOMO energy: -9.37 eV. The calculation puts the molar mass at 84.12 g/mol.

***

x) Here is an isolated molecule of C4H8N2 from the Open Molecules 2025 dataset. Energies are from ωB97M-V/def2-TZVPD.

Each line ends with the Löwdin charge.
Positions of all 14 atoms, in Å:
C (0.53636, 0.98722, -0.92525)  -0.04
C (0.01629, 0.02337, 0.14986)  -0.65
C (-0.44149, -1.30069, -0.46951)  -0.05
N (-1.12494, 0.64361, 0.82004)  0.06
C (1.11076, -0.26252, 1.12268)  -0.18
N (1.91552, -0.46499, 1.93017)  0.15
H (1.12560, 1.79751, -0.48462)  0.09
H (-0.32339, 1.41982, -1.44450)  0.09
H (1.16693, 0.46443, -1.64971)  0.09
H (-1.29942, -1.10658, -1.11937)  0.09
H (-0.74141, -2.01248, 0.30693)  0.09
H (0.36317, -1.75469, -1.05542)  0.09
H (-1.45869, 0.04381, 1.57013)  0.09
H (-0.84529, 1.52218, 1.24857)  0.09

The gap between HOMO and LUMO comes out at 0.4104 Eh. Its charge is 0. As for the HOMO energy: -10.32 eV. The SMILES is CC(C)(N)C#N. The calculation puts the molar mass at 84.12 g/mol.

***

Relative energy of each structure, in kJ/mol: w) 495.2; x) 0.0.

***

w) Here is a 2-piece molecular cluster, C4H8N2 overall from the Open Molecules 2025 dataset. Energies are from ωB97M-V/def2-TZVPD.

Each line ends with the Löwdin charge.
Positions of all 14 atoms, in Å:
C (-0.04913, 0.10195, 2.00530)  -0.12
N (0.32551, -0.24475, 0.64311)  -0.08
C (0.80386, 0.62582, -0.14865)  -0.22
C (0.99323, 0.31764, -1.60626)  -0.07
C (-2.81798, -0.97814, -1.32305)  -0.10
N (-1.86774, -1.34737, -0.74068)  0.02
H (0.36025, 1.04898, 2.36590)  0.07
H (0.26708, -0.67394, 2.71298)  0.08
H (-1.14449, 0.17722, 2.01884)  0.08
H (-0.99707, -1.39900, -0.21786)  0.02
H (1.05527, 1.63158, 0.20191)  0.12
H (0.50445, 1.09407, -2.20315)  0.08
H (2.04794, 0.29270, -1.91352)  0.08
H (0.51880, -0.64675, -1.79487)  0.06

The gap between HOMO and LUMO comes out at 0.4158 Eh. Its charge is 0. As for the HOMO energy: -10.31 eV. The calculation puts the molar mass at 84.12 g/mol.

***

x) Here is a 2-piece molecular cluster, C4H8N2 overall from the Open Molecules 2025 dataset. Energies are from ωB97M-V/def2-TZVPD.

Each line ends with the Löwdin charge.
Positions of all 14 atoms, in Å:
C (0.30894, 0.20600, -1.42974)  -0.06
C (0.26906, -0.97341, -0.81690)  -0.25
C (-0.97181, -1.61357, -0.32648)  -0.12
H (1.23752, 0.64802, -1.75811)  0.05
H (-0.59238, 0.70746, -1.73378)  0.06
H (1.19136, -1.42938, -0.47642)  0.10
H (-1.85732, -1.14209, -0.74699)  0.07
H (-0.98045, -2.67365, -0.57373)  0.07
H (-1.01356, -1.46368, 0.77378)  0.05
N (-0.49965, 0.18301, 2.29853)  0.14
C (0.07827, 0.98788, 1.71468)  -0.39
N (0.64437, 2.05101, 1.16492)  0.11
H (0.86978, 1.96016, 0.18138)  0.07
H (1.31587, 2.55226, 1.72886)  0.11

The gap between HOMO and LUMO comes out at 0.3892 Eh. Its charge is 0. As for the HOMO energy: -9.82 eV. The SMILES is C=CC.N#CN. The calculation puts the molar mass at 84.12 g/mol.

***

y) Here is an isolated molecule of C4H8N2 from the Open Molecules 2025 dataset. Energies are from ωB97M-V/def2-TZVPD.

Each line ends with the Löwdin charge.
Positions of all 14 atoms, in Å:
C (1.95822, -0.01164, 0.33430)  -0.13
N (0.63227, -0.59371, 0.39699)  -0.10
C (-0.32293, 0.05396, -0.46085)  -0.43
C (-1.68622, -0.63845, -0.35799)  -0.06
C (-0.59360, 1.48560, -0.09854)  -0.19
N (-1.18785, 2.36384, 0.36634)  0.15
H (2.41702, -0.27348, -0.62601)  0.08
H (2.57709, -0.43000, 1.13086)  0.08
H (1.95538, 1.08786, 0.42497)  0.08
H (0.27843, -0.64690, 1.34710)  0.12
H (0.04993, 0.01403, -1.49047)  0.14
H (-2.43856, -0.08475, -0.92119)  0.08
H (-1.62223, -1.66163, -0.73201)  0.08
H (-2.01695, -0.66473, 0.68651)  0.09

The gap between HOMO and LUMO comes out at 0.3923 Eh. Its charge is 0. As for the HOMO energy: -9.68 eV. The SMILES is CN[C@@H](C)C#N. The calculation puts the molar mass at 84.12 g/mol.

***

z) Here is an isolated molecule of C4H8N2 from the Open Molecules 2025 dataset. Energies are from ωB97M-V/def2-TZVPD.

Each line ends with the Löwdin charge.
Positions of all 14 atoms, in Å:
C (2.00109, 0.01613, 0.29374)  -0.10
C (0.61520, 0.59456, 0.05630)  -0.30
N (-0.18870, -0.27937, -0.79827)  -0.09
C (-1.61272, -0.05119, -0.66845)  -0.23
C (-2.17298, -0.50765, 0.62934)  -0.21
N (-2.55802, -0.91821, 1.63998)  0.13
H (2.53787, -0.13922, -0.64786)  0.08
H (1.92887, -0.94462, 0.81711)  0.07
H (2.59011, 0.68846, 0.92527)  0.07
H (0.12763, 0.76921, 1.02932)  0.11
H (0.69117, 1.56804, -0.44481)  0.11
H (0.01230, -1.25170, -0.58637)  0.11
H (-2.15496, -0.56359, -1.46982)  0.12
H (-1.81687, 1.01916, -0.77547)  0.12

The gap between HOMO and LUMO comes out at 0.3934 Eh. Its charge is 0. As for the HOMO energy: -9.72 eV. The SMILES is CCNCC#N. The calculation puts the molar mass at 84.12 g/mol.

***

Relative energy of each structure, in kJ/mol: w) 114.3; x) 68.7; y) 11.8; z) 0.0.

***

w) Here is an isolated molecule of C4H8N2 from the Open Molecules 2025 dataset. Energies are from ωB97M-V/def2-TZVPD.

Each line ends with the Löwdin charge.
Positions of all 14 atoms, in Å:
C (-2.20736, 0.42556, 0.73149)  -0.14
N (-0.78957, 0.22415, 0.57270)  -0.03
C (-0.31454, 0.27245, -0.59876)  -0.15
C (0.99836, -0.37114, -0.87280)  -0.31
C (2.20582, -0.02073, -0.08200)  -0.15
N (1.49035, -1.25415, 0.17928)  0.01
H (-2.61379, -0.58512, 0.84845)  0.08
H (-2.69181, 0.88935, -0.14152)  0.07
H (-2.44343, 0.98210, 1.64076)  0.07
H (-0.89420, 0.64731, -1.45668)  0.12
H (1.09942, -0.75101, -1.88741)  0.13
H (3.18832, -0.15077, -0.52872)  0.10
H (2.10808, 0.80514, 0.61969)  0.11
H (0.86436, -1.11315, 0.97552)  0.08

The gap between HOMO and LUMO comes out at 0.3826 Eh. Its charge is 0. As for the HOMO energy: -9.23 eV. The SMILES is C/N=C/[C@H]1CN1. The calculation puts the molar mass at 84.12 g/mol.

***

x) Here is an isolated molecule of C4H8N2 from the Open Molecules 2025 dataset. Energies are from ωB97M-V/def2-TZVPD.

Each line ends with the Löwdin charge.
Positions of all 14 atoms, in Å:
C (-1.99861, 0.52444, -0.33253)  -0.10
C (-0.72061, -0.08978, 0.22025)  -0.30
N (0.41747, 0.25425, -0.62884)  -0.09
C (1.61809, -0.50401, -0.35647)  -0.23
C (2.10788, -0.43357, 1.04476)  -0.21
N (2.45202, -0.35799, 2.14703)  0.13
H (-2.17804, 0.16732, -1.35119)  0.07
H (-1.93193, 1.61864, -0.36239)  0.07
H (-2.85924, 0.26033, 0.29102)  0.07
H (-0.56905, 0.21524, 1.26967)  0.11
H (-0.80894, -1.18388, 0.22276)  0.12
H (0.61323, 1.24854, -0.55526)  0.12
H (2.42075, -0.16108, -1.01606)  0.12
H (1.43699, -1.55846, -0.59274)  0.12

The gap between HOMO and LUMO comes out at 0.3926 Eh. Its charge is 0. As for the HOMO energy: -9.77 eV. The SMILES is CCNCC#N. The calculation puts the molar mass at 84.12 g/mol.

***

Relative energy of each structure, in kJ/mol: w) 121.9; x) 0.0.

***

w) Here is a 2-piece molecular cluster, C4H8N2 overall from the Open Molecules 2025 dataset. Energies are from ωB97M-V/def2-TZVPD.

Each line ends with the Löwdin charge.
Positions of all 14 atoms, in Å:
C (0.20960, -1.19247, 0.97367)  -0.05
C (-0.11597, -0.13853, -0.05427)  -0.48
C (-1.00803, 1.01451, 0.33407)  -0.05
N (-0.20810, -0.53644, -1.34146)  0.12
C (1.72788, 0.88357, -0.22065)  -0.22
N (1.89394, 1.61574, -1.11637)  -0.05
H (1.23661, -0.95435, 1.21898)  0.06
H (0.15342, -2.21208, 0.58130)  0.09
H (-0.40256, -1.10717, 1.87561)  0.09
H (-2.07029, 0.75588, 0.20122)  0.10
H (-0.76706, 1.87019, -0.29384)  0.08
H (-0.84504, 1.27449, 1.37994)  0.09
H (-0.16795, 0.24617, -1.98592)  0.11
H (0.44861, -1.26151, -1.60315)  0.12

The gap between HOMO and LUMO comes out at 0.3560 Eh. Its charge is 0. As for the HOMO energy: -9.77 eV. The calculation puts the molar mass at 84.12 g/mol.

***

x) Here is an isolated molecule of C4H8N2 from the Open Molecules 2025 dataset. Energies are from ωB97M-V/def2-TZVPD.

Each line ends with the Löwdin charge.
Positions of all 14 atoms, in Å:
C (-0.48576, 1.32343, 0.22193)  -0.11
N (-0.49426, 0.03134, -0.45149)  -0.28
C (-1.08374, -0.99214, 0.39480)  -0.11
C (0.80996, -0.35863, -0.94983)  -0.20
C (1.91000, -0.13665, 0.02297)  -0.21
N (2.71757, 0.12033, 0.81069)  0.15
H (-1.50483, 1.71803, 0.27282)  0.09
H (0.13005, 2.03593, -0.33369)  0.09
H (-0.08389, 1.26010, 1.24728)  0.09
H (-0.46276, -1.22966, 1.27729)  0.09
H (-1.24275, -1.90836, -0.18338)  0.08
H (-2.05806, -0.64256, 0.74926)  0.09
H (1.05546, 0.19913, -1.86131)  0.13
H (0.79300, -1.42030, -1.21733)  0.12

The gap between HOMO and LUMO comes out at 0.3745 Eh. Its charge is 0. As for the HOMO energy: -9.32 eV. The SMILES is CN(C)CC#N. The calculation puts the molar mass at 84.12 g/mol.

***

Relative energy of each structure, in kJ/mol: w) 120.4; x) 0.0.